Record 1
C5H10O2 | the ωB97M-V functional and the def2-TZVPD basis

Structure (XYZ):
```
17
Properties=species:S:1:pos:R:3
C 2.28 1.02 -0.51
O 0.97 1.11 -0.01
C 0.20 -0.02 -0.25
C 0.40 -1.22 0.70
O -0.87 -0.94 1.33
C -1.12 0.11 0.47
C -2.18 0.88 0.40
H 2.85 0.21 -0.02
H 2.29 0.85 -1.59
H 2.76 1.98 -0.29
H 0.19 -0.28 -1.33
H 1.24 -1.12 1.40
H 0.38 -2.21 0.24
H -1.99 -1.79 -0.79
H -2.09 1.81 -0.14
H -2.28 -1.11 -0.65
H -3.04 0.71 1.04
```

charge = 0
gap between HOMO and LUMO = 9.800 eV
E = -9438.6145 eV
LUMO level = 0.94 eV



Record 2
C5H10O2 | the ωB97M-V functional and the def2-TZVPD basis

Structure (XYZ):
```
17
Properties=species:S:1:pos:R:3
C 1.19 0.25 -1.40
C 0.04 -0.37 -1.16
C -1.17 0.31 -0.58
C -1.97 -0.61 0.34
O -0.85 1.54 0.04
H 2.06 -0.26 -1.82
H 1.29 1.32 -1.20
H -0.06 -1.43 -1.39
H -1.83 0.59 -1.41
H -2.88 -0.10 0.69
H -2.27 -1.52 -0.19
H -1.38 -0.91 1.22
H -0.30 1.35 0.82
C 2.03 -0.04 1.50
O 1.02 0.37 2.01
H 2.62 0.55 0.77
H 2.45 -1.03 1.75
```

charge = 0
gap between HOMO and LUMO = 10.262 eV
SMILES = C=C[C@@H](C)O.C=O
E = -9440.5013 eV
LUMO level = 0.55 eV



Record 3
C5H10O2 | the ωB97M-V functional and the def2-TZVPD basis

Structure (XYZ):
```
17
Properties=species:S:1:pos:R:3
C -0.66 1.29 0.85
C -0.35 0.25 0.08
C -1.24 -0.33 -1.00
C 1.07 -0.24 0.11
C 1.88 0.28 -1.05
O 1.55 -0.94 0.99
H -1.63 1.77 0.77
H 0.06 1.70 1.55
H -2.29 -0.22 -0.73
H -1.05 -1.39 -1.18
H -1.05 0.22 -1.93
H 1.61 -0.28 -1.95
H 2.95 0.17 -0.85
H 1.62 1.32 -1.22
O -1.10 -1.50 1.80
H -1.24 -0.55 1.92
H -0.13 -1.55 1.84
```

charge = 0
gap between HOMO and LUMO = 10.563 eV
SMILES = C=C(C)C(C)=O.O
E = -9441.2320 eV
LUMO level = 0.76 eV



Record 4
C5H10O2 | the ωB97M-V functional and the def2-TZVPD basis

Structure (XYZ):
```
17
Properties=species:S:1:pos:R:3
C 1.18 -1.87 -0.88
C 0.27 -0.71 -0.72
O -0.62 -0.85 0.67
C 0.79 0.58 -0.12
C -0.54 0.79 0.56
C -1.71 1.22 -0.29
O -0.61 1.37 1.78
H 1.91 -2.09 -0.07
H 0.62 -2.79 -1.10
H 1.76 -1.64 -1.78
H 0.00 -1.15 1.38
H 1.57 0.51 0.68
H 1.09 1.34 -0.85
H -1.78 2.32 -0.31
H -1.55 0.84 -1.30
H -2.63 0.82 0.12
H 0.24 1.29 2.22
```

charge = 0
gap between HOMO and LUMO = 7.382 eV
E = -9438.0217 eV
LUMO level = 0.57 eV



Record 5
C5H10O2 | the ωB97M-V functional and the def2-TZVPD basis

Structure (XYZ):
```
17
Properties=species:S:1:pos:R:3
O -1.01 1.28 -1.56
C -0.99 1.15 -0.20
C -0.45 -0.01 0.43
C -0.51 -1.32 -0.36
C 0.89 -1.89 -0.17
O 1.69 -0.73 -0.36
C 1.12 0.26 0.36
H -1.11 2.22 -1.76
H 0.25 2.26 1.48
H -1.57 1.87 0.36
H -0.79 -0.12 1.46
H -1.33 -1.97 -0.03
H -0.65 -1.09 -1.42
H 1.20 -2.65 -0.89
H 1.01 -2.29 0.85
H 1.49 1.23 0.03
H 0.76 1.80 1.79
```

charge = 0
gap between HOMO and LUMO (alpha / beta) = 7.545 / 7.838 eV
E = -9437.1825 eV
LUMO level (alpha / beta) = 0.68 / 0.72 eV



Record 6
C5H10O2 | the ωB97M-V functional and the def2-TZVPD basis

Structure (XYZ):
```
17
Properties=species:S:1:pos:R:3
C -2.13 -0.58 0.50
C -1.14 0.17 -0.36
O -1.22 1.54 -0.02
C 0.27 -0.39 -0.22
C 1.43 0.53 -0.54
C 2.14 -0.31 0.51
O 0.84 -0.57 1.10
H -3.13 -0.15 0.39
H -2.16 -1.63 0.21
H -1.82 -0.50 1.55
H -1.40 0.04 -1.43
H -0.49 2.00 -0.45
H 0.31 -1.37 -0.73
H 1.80 0.72 -1.55
H 1.19 1.43 0.02
H 2.85 0.21 1.16
H 2.56 -1.25 0.14
```

charge = 0
gap between HOMO and LUMO = 10.870 eV
E = -9440.6108 eV
LUMO level = 0.97 eV